Entry 1:
# C12H23InN2O2P2S

A molecular structure, C12H23InN2O2P2S (wB97M-V/def2-TZVPD, OMol25).

Last column: Löwdin charge in e.
Positions of all 43 atoms, in Å:
1 In 0.65 -0.47 -0.60  0.6586
2 P -1.83 -0.91 -0.56  0.7616
3 C -2.83 0.52 -0.38  -0.1494
4 C -2.31 1.78 0.12  -0.3169
5 N -0.92 1.86 0.21  0.0646
6 C -0.49 2.49 1.30  -0.3354
7 C -1.32 3.31 2.07  0.0106
8 C -2.63 3.55 1.67  -0.0108
9 C -3.13 2.84 0.59  0.0252
10 C 0.90 2.19 1.80  -0.2677
11 P 2.03 1.42 0.57  0.8214
12 H -4.18 2.92 0.28  0.1333
13 H -0.90 3.73 2.98  0.1328
14 H -3.25 4.23 2.22  0.1282
15 H 1.35 3.12 2.18  0.1165
16 H 0.83 1.50 2.66  0.1213
17 H -2.12 2.91 -4.14  0.0856
18 H -3.56 0.70 -1.21  0.1071
19 H 1.08 2.31 -3.08  0.1521
20 O -1.77 1.98 -4.28  -0.1012
21 H -2.50 1.31 -4.18  0.0584
22 H 0.68 0.89 -2.15  0.0342
23 O 1.20 1.32 -3.10  0.0739
24 H 0.72 0.93 -3.90  0.1644
25 C 2.29 2.80 -0.56  -0.2564
26 H 2.78 3.62 -0.02  0.0758
27 H 2.95 2.50 -1.38  0.0609
28 H 1.34 3.20 -0.94  0.0452
29 C 3.63 1.32 1.50  -0.2072
30 H 4.35 0.74 0.90  0.0645
31 H 4.06 2.33 1.68  0.0752
32 H 3.49 0.82 2.47  0.0712
33 C -2.22 -1.83 0.95  -0.2018
34 H -3.23 -2.26 0.85  0.0852
35 H -1.47 -2.62 1.07  0.0342
36 H -2.19 -1.12 1.78  0.0759
37 C -2.23 -1.92 -2.04  -0.2210
38 H -1.57 -2.81 -2.00  0.0692
39 H -3.28 -2.25 -2.07  0.0788
40 H -2.00 -1.39 -3.00  0.0545
41 S 1.29 -4.63 1.84  0.7059
42 C 1.22 -3.19 1.14  -0.9620
43 N 1.17 -2.10 0.66  -0.1165

Properties
Charge   +2
Total energy   -2001.38910 hartree
E_HOMO (spin up / spin down)   -0.502 / -0.502 Ha
Energy relative to the best compared isomer or geometry (same formula, charge and spin)   374.4 kJ/mol
2S+1   1
Orbital gap (spin up / spin down)   4.9 / 5.4 eV


Entry 2:
# C12H23N2O3P2Rh

A molecular structure, C12H23N2O3P2Rh (wB97M-V/def2-TZVPD, OMol25).

Last column: Löwdin charge in e.
Positions of all 43 atoms, in Å:
1 Rh 1.37 0.12 0.74  0.8416
2 P 1.50 0.74 -1.36  0.7599
3 C 1.06 -0.80 -2.34  -0.2237
4 C 0.20 -1.75 -1.46  -0.2580
5 N 0.28 -1.58 -0.12  -0.0513
6 C -0.44 -2.32 0.73  -0.3109
7 C -0.94 -3.55 0.29  0.0208
8 C -0.93 -3.84 -1.06  0.0124
9 C -0.46 -2.88 -1.95  0.0244
10 C -0.56 -1.84 2.16  -0.2501
11 P -0.33 -0.02 2.25  0.7883
12 H -0.57 -3.03 -3.02  0.1329
13 H -1.31 -4.26 1.04  0.1459
14 H -1.29 -4.80 -1.40  0.1380
15 H -1.49 -2.14 2.68  0.1195
16 H 0.28 -2.27 2.73  0.1100
17 H 0.64 -0.18 -3.17  0.1023
18 H 1.95 -1.29 -2.80  0.1135
19 H -3.83 0.73 -2.76  0.0112
20 O -4.19 0.53 -3.63  -0.0399
21 H -3.44 0.78 -4.18  0.0283
22 H -1.40 2.96 0.60  -0.0023
23 O -1.76 3.85 0.54  -0.0287
24 H -2.68 3.74 0.61  0.0208
25 C -2.09 0.52 2.13  -0.2174
26 H -2.69 -0.07 2.85  0.0719
27 H -2.18 1.58 2.40  0.0502
28 H -2.50 0.37 1.12  0.0576
29 C 0.10 0.46 3.95  -0.2255
30 H -0.03 1.55 4.03  0.0676
31 H -0.53 -0.03 4.71  0.0776
32 H 1.16 0.24 4.13  0.0505
33 C 3.21 0.38 -1.77  -0.2538
34 H 3.28 0.33 -2.86  0.0813
35 H 3.87 1.11 -1.32  0.0567
36 H 3.35 -0.62 -1.34  0.0546
37 C 1.14 2.33 -2.24  -0.2013
38 H 1.85 3.10 -1.91  0.0720
39 H 1.26 2.21 -3.33  0.0708
40 H 0.13 2.69 -2.03  0.0507
41 O 3.81 2.96 2.71  0.2591
42 C 3.00 2.32 2.12  -0.3030
43 N 2.18 1.67 1.51  -0.0247

Properties
Charge   +2
Total energy   -1598.82803 hartree
E_HOMO (spin up / spin down)   -0.532 / -0.586 Ha
Energy relative to the best compared isomer or geometry (same formula, charge and spin)   31.0 kJ/mol
2S+1   5
Orbital gap (spin up / spin down)   7.8 / 5.1 eV


Entry 3:
# C12H23N2O6Pt

A molecular structure, C12H23N2O6Pt (wB97M-V/def2-TZVPD, OMol25).

Last column: Löwdin charge in e.
Positions of all 44 atoms, in Å:
1 Pt -0.14 -0.75 -1.11  1.2799
2 C -4.77 0.08 -0.70  0.0188
3 N -3.71 1.10 -0.71  -0.1101
4 C -4.11 2.49 -0.47  -0.0066
5 C -2.46 0.76 -0.95  -0.3703
6 O -2.15 -0.44 -1.18  -0.0774
7 C -1.42 1.88 -1.03  -0.0527
8 O -0.12 1.28 -1.01  -0.3018
9 C 0.95 2.00 -0.42  -0.0601
10 C 2.20 1.14 -0.59  -0.3913
11 O 2.10 -0.04 -0.97  -0.0297
12 N 3.37 1.70 -0.31  -0.1238
13 C 4.59 0.90 -0.42  0.0037
14 C 3.52 3.01 0.30  -0.0129
15 H -5.58 0.41 -1.35  0.1059
16 H -4.37 -0.86 -1.07  0.0977
17 H -5.14 -0.05 0.31  0.1098
18 H -5.18 2.51 -0.28  0.1024
19 H -3.61 2.90 0.40  0.1010
20 H -3.91 3.12 -1.34  0.1069
21 H -1.55 2.39 -1.99  0.1640
22 H -1.52 2.60 -0.23  0.1373
23 H 1.05 2.96 -0.93  0.1438
24 H 0.75 2.17 0.64  0.1590
25 H 4.41 0.05 -1.07  0.0948
26 H 5.38 1.52 -0.84  0.0999
27 H 4.91 0.55 0.56  0.1078
28 H 2.70 3.67 0.05  0.0837
29 H 3.60 2.93 1.39  0.1097
30 H 4.44 3.47 -0.07  0.1019
31 C 1.42 -4.06 1.59  -0.0073
32 C 0.48 -3.03 1.01  -0.5291
33 C -0.69 -2.73 1.94  -0.0039
34 O 1.17 -1.77 0.83  -0.0932
35 C -0.10 -3.55 -0.34  -0.5532
36 O -0.35 -4.72 -0.48  0.1170
37 O -0.28 -2.68 -1.32  -0.1833
38 H 1.77 -3.73 2.57  0.0948
39 H 2.28 -4.21 0.93  0.0994
40 H 0.92 -5.02 1.69  0.0981
41 H -0.30 -2.41 2.91  0.0941
42 H -1.29 -3.63 2.07  0.1051
43 H -1.32 -1.95 1.52  0.0753
44 H 2.06 -1.95 0.49  0.0946

Properties
Charge   +1
Total energy   -1151.05629 hartree
E_HOMO   -0.421 Ha
Energy relative to the best compared isomer or geometry (same formula, charge and spin)   99.8 kJ/mol
2S+1   1
Orbital gap   8.3 eV


Entry 4:
# C12H23N3O5P2S2

2 unconnected molecules or ions with the total composition C12H23N3O5P2S2 (wB97M-V/def2-TZVPD, OMol25).

Last column: Löwdin charge in e.
Positions of all 47 atoms, in Å:
1 C 0.60 -1.13 2.09  -0.0936
2 N 0.40 -1.07 0.63  -0.1485
3 C 0.00 0.28 0.17  -0.0694
4 C 1.47 -1.63 -0.13  -0.4927
5 O 1.25 -1.87 -1.30  0.0719
6 C 2.89 -2.01 0.41  -0.3229
7 P 4.11 -0.56 0.41  0.7858
8 C 3.55 0.61 1.76  -0.4611
9 C 4.51 1.82 2.02  -0.5267
10 S 4.36 3.21 0.82  0.9346
11 C 2.66 3.37 0.29  -0.6343
12 N 2.39 3.38 -1.02  0.0156
13 N 1.05 3.56 -1.21  0.0391
14 C 0.53 3.62 0.03  -0.1750
15 O 1.49 3.50 1.00  0.0029
16 P 6.03 -1.48 0.97  0.0903
17 S 7.50 -0.21 0.73  0.0362
18 H 1.12 -0.24 2.53  0.0682
19 H 1.11 -2.07 2.41  0.0859
20 H -0.42 -1.17 2.56  0.1003
21 H -1.12 0.28 0.10  0.0959
22 H 0.28 1.11 0.85  0.0637
23 H 0.37 0.49 -0.87  0.1035
24 H 3.32 -2.77 -0.29  0.0873
25 H 2.88 -2.50 1.42  0.0686
26 H 3.41 0.01 2.71  0.0846
27 H 2.54 0.99 1.47  0.0413
28 H 5.59 1.50 2.00  0.0227
29 H 4.33 2.21 3.05  0.0796
30 H -0.55 3.77 0.18  0.1436
31 H 6.23 -2.67 0.19  -0.0433
32 H 5.90 -1.90 2.34  -0.0513
33 C -3.67 -1.89 -3.02  -0.0647
34 C -3.91 -1.82 -1.52  -0.2100
35 O -4.49 -0.57 -1.13  0.0285
36 C -5.78 -0.41 -1.43  -0.6033
37 O -6.48 -1.22 -1.98  0.1238
38 O -6.15 0.81 -1.03  0.0017
39 C -7.49 1.15 -1.39  -0.0448
40 H -3.07 -1.04 -3.34  0.0833
41 H -3.16 -2.81 -3.29  0.0818
42 H -4.61 -1.84 -3.57  0.0726
43 H -2.95 -1.89 -1.00  0.1163
44 H -4.52 -2.66 -1.17  0.1246
45 H -8.20 0.41 -1.03  0.0959
46 H -7.57 1.26 -2.47  0.0992
47 H -7.72 2.11 -0.93  0.0924

Properties
SMILES   CN(C)C(=O)CP(CCSc1nnco1)[PH2]=S.CCOC(=O)OC
Total energy   -2490.51534 hartree
E_HOMO   -0.327 Ha
Energy relative to the best compared isomer or geometry (same formula, charge and spin)   93.2 kJ/mol
2S+1   1
Orbital gap   9.1 eV


Entry 5:
# C12H23N5O

A single C12H23N5O molecule (wB97M-V/def2-TZVPD, OMol25).

Last column: Löwdin charge in e.
Positions of all 41 atoms, in Å:
1 N 6.15 1.21 2.27  -0.0256
2 C 4.95 1.67 2.95  -0.3118
3 C 3.64 1.10 2.32  -0.1931
4 C 2.32 1.59 2.99  -0.2421
5 N 1.19 0.93 2.35  -0.0906
6 C -0.17 1.29 2.75  -0.1770
7 C -1.10 0.61 1.74  -0.2031
8 C -1.27 1.09 0.44  -0.0386
9 C -1.93 0.32 -0.50  -0.0158
10 C -2.47 -0.91 -0.18  -0.1902
11 N -3.14 -1.70 -1.15  0.0521
12 C -3.44 -1.42 -2.59  -0.1810
13 C -2.22 -1.60 -3.51  -0.2005
14 C -2.58 -1.41 -4.99  -0.3021
15 N -1.41 -1.81 -5.77  -0.0305
16 N -2.36 -1.33 1.12  -0.2259
17 O -2.81 -2.43 1.44  -0.0664
18 C -1.64 -0.63 2.00  0.0145
19 H 6.22 1.63 1.36  0.0543
20 H 7.01 1.43 2.81  0.0787
21 H 4.85 2.75 2.88  0.0988
22 H 5.00 1.36 3.99  0.1054
23 H 3.63 -0.01 2.35  0.1134
24 H 3.68 1.41 1.27  0.1076
25 H 2.23 2.70 2.89  0.1222
26 H 2.36 1.35 4.06  0.1088
27 H 1.30 -0.08 2.33  0.1109
28 H -0.25 2.39 2.69  0.1204
29 H -0.38 0.89 3.79  0.1286
30 H -0.79 2.01 0.17  0.1130
31 H -1.99 0.70 -1.53  0.1147
32 H -3.47 -2.61 -0.81  0.1302
33 H -4.18 -2.13 -2.91  0.1079
34 H -3.83 -0.40 -2.69  0.1180
35 H -1.78 -2.58 -3.33  0.1169
36 H -1.48 -0.85 -3.27  0.0939
37 H -2.84 -0.38 -5.17  0.0973
38 H -3.45 -2.03 -5.29  0.1181
39 H -0.56 -1.35 -5.45  0.0650
40 H -1.51 -1.65 -6.78  0.0701
41 H -1.51 -1.10 2.95  0.1335

Properties
SMILES   NCCCNCc1ccc(NCCCN)[n+]([O-])c1
Total energy   -819.97701 hartree
E_HOMO   -0.277 Ha
Energy relative to the best compared isomer or geometry (same formula, charge and spin)   0.0 kJ/mol
2S+1   1
Orbital gap   8.4 eV


What did the first record say?
# C12H23InN2O2P2S

A molecular structure, C12H23InN2O2P2S (wB97M-V/def2-TZVPD, OMol25).

Last column: Löwdin charge in e.
Positions of all 43 atoms, in Å:
1 In 0.65 -0.47 -0.60  0.6586
2 P -1.83 -0.91 -0.56  0.7616
3 C -2.83 0.52 -0.38  -0.1494
4 C -2.31 1.78 0.12  -0.3169
5 N -0.92 1.86 0.21  0.0646
6 C -0.49 2.49 1.30  -0.3354
7 C -1.32 3.31 2.07  0.0106
8 C -2.63 3.55 1.67  -0.0108
9 C -3.13 2.84 0.59  0.0252
10 C 0.90 2.19 1.80  -0.2677
11 P 2.03 1.42 0.57  0.8214
12 H -4.18 2.92 0.28  0.1333
13 H -0.90 3.73 2.98  0.1328
14 H -3.25 4.23 2.22  0.1282
15 H 1.35 3.12 2.18  0.1165
16 H 0.83 1.50 2.66  0.1213
17 H -2.12 2.91 -4.14  0.0856
18 H -3.56 0.70 -1.21  0.1071
19 H 1.08 2.31 -3.08  0.1521
20 O -1.77 1.98 -4.28  -0.1012
21 H -2.50 1.31 -4.18  0.0584
22 H 0.68 0.89 -2.15  0.0342
23 O 1.20 1.32 -3.10  0.0739
24 H 0.72 0.93 -3.90  0.1644
25 C 2.29 2.80 -0.56  -0.2564
26 H 2.78 3.62 -0.02  0.0758
27 H 2.95 2.50 -1.38  0.0609
28 H 1.34 3.20 -0.94  0.0452
29 C 3.63 1.32 1.50  -0.2072
30 H 4.35 0.74 0.90  0.0645
31 H 4.06 2.33 1.68  0.0752
32 H 3.49 0.82 2.47  0.0712
33 C -2.22 -1.83 0.95  -0.2018
34 H -3.23 -2.26 0.85  0.0852
35 H -1.47 -2.62 1.07  0.0342
36 H -2.19 -1.12 1.78  0.0759
37 C -2.23 -1.92 -2.04  -0.2210
38 H -1.57 -2.81 -2.00  0.0692
39 H -3.28 -2.25 -2.07  0.0788
40 H -2.00 -1.39 -3.00  0.0545
41 S 1.29 -4.63 1.84  0.7059
42 C 1.22 -3.19 1.14  -0.9620
43 N 1.17 -2.10 0.66  -0.1165

Properties
Charge   +2
Total energy   -2001.38910 hartree
E_HOMO (spin up / spin down)   -0.502 / -0.502 Ha
Energy relative to the best compared isomer or geometry (same formula, charge and spin)   374.4 kJ/mol
2S+1   1
Orbital gap (spin up / spin down)   4.9 / 5.4 eV


> Among the records above, which one has the lowest energy relative to the best compared isomer or geometry (same formula, charge and spin)?

C12H23N5O


> Number 2 is which compound?

C12H23N2O3P2Rh


> The highest total energy belongs to which entry?

C12H23N5O